No. 1
Here is a structure of composition C19H22CeN4O3S5 in a non-equilibrium geometry from the OMol25 dataset. Energies are from ωB97M-V with the def2-TZVPD basis set.

XYZ file:
```
54
Properties=species:S:1:pos:R:3:forces:R:3:mulliken_spin:R:1
Ce -0.84880 1.02389 0.09869 0.4 -0.8 -0.8 1.024
O 2.05222 -3.99358 -3.14409 -0.1 0.2 0.1 0.000
C 1.43810 -3.02313 -2.81007 0.1 -0.2 -0.1 0.000
S 2.12123 -1.38105 -2.76974 0.1 -0.1 0.0 0.000
C 0.67116 -0.57015 -2.22800 0.1 0.3 0.2 -0.002
C -0.42137 -1.33508 -2.01720 -0.3 0.1 0.3 0.000
S -2.01404 -0.80971 -1.46388 -0.1 0.2 0.0 -0.011
S -0.26828 -3.05144 -2.30920 0.1 -0.1 0.0 0.000
S 0.82074 1.17326 -2.01374 -0.2 0.2 0.2 -0.010
C -1.32354 4.82337 4.33949 0.0 0.0 0.1 0.000
C -0.81553 4.35010 2.98008 -0.1 0.0 0.1 0.001
C -0.35200 2.90343 2.98048 -0.4 0.0 0.2 -0.002
N -1.52411 2.00169 3.07882 0.4 0.5 0.2 0.001
C -1.41829 0.67605 3.17931 -0.1 -0.4 0.0 0.000
S -0.04667 -0.15367 2.65028 0.2 -0.1 0.2 -0.001
N -2.49083 -0.00349 3.67650 -0.2 0.0 -0.1 0.000
C -3.87503 0.37032 3.61776 0.2 0.0 0.1 0.000
O -4.64076 -0.03583 4.43810 0.0 0.0 0.0 0.000
C -4.24642 1.21406 2.44313 0.2 -0.1 0.2 0.000
C -5.02495 2.33697 2.62180 -0.2 0.3 -0.1 0.000
C -5.32925 3.13944 1.51924 0.0 0.0 0.1 0.000
C -4.87163 2.79183 0.26177 0.1 0.0 -0.1 0.000
C -4.11880 1.62961 0.08278 -0.2 0.1 -0.2 -0.001
C -3.79888 0.84828 1.17266 -0.2 -0.1 0.1 0.003
H -1.65897 5.85950 4.29506 0.0 0.0 0.0 0.000
H -0.53790 4.75814 5.09494 0.0 0.0 0.0 0.000
H -2.17636 4.23943 4.70440 0.1 0.0 -0.1 0.000
H 0.03215 4.96077 2.66686 0.0 0.0 0.0 0.000
H -1.58924 4.47386 2.21782 0.0 0.0 0.0 0.000
H 0.31966 2.69838 3.81407 0.1 0.0 0.1 0.000
H 0.20585 2.68625 2.08298 0.2 -0.1 -0.4 0.001
H -2.30026 2.41610 3.57896 -0.1 0.1 -0.2 0.000
H -2.30067 -0.92765 4.04196 0.0 0.0 0.0 0.000
H -5.39579 2.58338 3.61084 0.0 0.0 -0.1 0.000
H -5.94008 4.02422 1.64958 0.0 0.0 0.0 0.000
H -5.12632 3.40266 -0.59579 0.0 0.0 0.0 0.000
H -3.83976 1.31256 -0.91444 0.0 0.0 -0.1 -0.001
H -3.31240 -0.11245 1.02940 0.1 -0.1 0.0 -0.002
N -1.24663 3.39781 -0.39657 -0.2 0.2 0.1 -0.003
C -1.05624 4.28068 -1.12558 0.5 0.5 -0.4 0.002
N -0.71440 5.25283 -1.93312 -0.4 -0.2 0.1 0.000
C -0.62105 4.94245 -3.38986 0.2 0.0 0.3 0.000
C -1.93322 5.28400 -4.04944 -0.2 0.2 0.0 0.000
O -2.28375 6.63507 -3.79345 0.0 0.0 0.0 0.000
C -2.45556 6.89227 -2.41310 -0.2 -0.1 -0.2 0.000
C -1.17019 6.64386 -1.65841 0.2 -0.3 0.0 0.000
H -0.34791 3.89552 -3.51358 0.0 0.0 0.0 0.000
H 0.17964 5.56755 -3.77923 0.1 0.0 0.0 0.000
H -2.72409 4.61354 -3.68863 0.0 0.0 0.0 0.000
H -1.85274 5.17150 -5.12754 0.0 0.0 0.0 0.000
H -3.25429 6.25418 -2.01098 0.0 0.0 0.0 0.000
H -2.76159 7.93077 -2.31177 0.0 0.0 0.0 0.000
H -1.27721 6.78321 -0.58484 0.0 0.0 0.0 0.000
H -0.38187 7.29913 -2.02534 0.0 0.0 0.0 0.000
```
Positions in Å, forces in eV/Å.

- molecular weight (g/mol) = 654.86
- net charge = +1
- lowest unoccupied orbital energy (spin up / spin down) (eV) = -3.82 / -3.80
- E_tot (Ha) = -3647.89616
- spin multiplicity = 2
- frontier orbital gap (spin up / spin down) (eV) = 6.17 / 6.19

No. 2
Here is an isolated molecule of C19H22Cl2N4O3 in a non-equilibrium geometry from the OMol25 dataset. Energies are from ωB97M-V with the def2-TZVPD basis set.

XYZ file:
```
50
Properties=species:S:1:pos:R:3:forces:R:3:lowdin_charge:R:1
O 0.40251 2.96302 0.11506 0.0 0.2 0.0 0.074
C 0.60604 1.76942 -0.00061 -0.4 -0.1 0.0 -0.371
N 1.89429 1.25630 -0.06765 0.1 0.4 0.0 0.118
C 2.19713 -0.08014 -0.20392 -0.2 -0.1 0.0 -0.404
O 3.33152 -0.49398 -0.24310 0.2 -0.1 0.0 0.106
N 1.12963 -0.96411 -0.30314 0.0 -0.3 -0.1 0.073
C -0.19875 -0.62106 -0.21155 0.0 0.4 0.0 -0.358
C -0.47202 0.79228 -0.06945 -0.3 0.0 0.0 -0.029
C -1.76151 1.26488 0.00649 0.4 0.0 0.0 0.024
N -2.83645 0.48601 -0.03756 0.5 -0.7 -0.1 0.086
C -4.16112 0.86219 0.02499 -1.0 0.3 0.1 -0.227
C -4.60646 2.18140 0.11965 0.0 -0.3 0.0 0.003
C -5.96572 2.44131 0.17508 0.1 -0.1 0.0 -0.054
C -6.85069 1.37635 0.13390 0.0 0.3 0.0 -0.141
N -6.44515 0.11974 0.04331 0.1 -0.3 0.0 0.052
C -5.16135 -0.12959 -0.00895 0.1 0.5 0.0 -0.658
Cl -4.70865 -1.79102 -0.12595 0.2 -0.2 0.0 0.747
H -7.92072 1.51683 0.17323 -0.1 0.1 0.0 0.107
H -6.32568 3.45473 0.24802 0.0 0.1 0.0 0.105
H -3.89981 2.99589 0.14812 0.1 0.1 0.0 0.110
H -1.88472 2.33621 0.10839 0.0 0.0 0.0 0.136
O -1.07280 -1.48103 -0.25700 -0.1 -0.2 0.0 0.057
H -2.63447 -0.52264 -0.12877 0.0 0.3 0.0 0.078
C 1.45524 -2.37493 -0.46273 0.1 -0.3 0.1 -0.152
H 0.62673 -2.83618 -1.00413 0.1 0.1 0.0 0.130
C 1.63990 -3.05637 0.89362 0.0 -0.1 -0.3 -0.240
C 1.81261 -4.55739 0.74892 -0.1 0.2 0.2 -0.577
H 1.91273 -5.03590 1.72268 -0.1 0.0 -0.1 0.071
H 0.97873 -4.99880 0.20315 0.0 0.0 0.1 0.075
Cl 3.29371 -4.94968 -0.16755 0.2 -0.1 -0.1 0.559
H 0.75324 -2.87625 1.50690 0.0 0.0 0.0 0.119
H 2.50853 -2.62559 1.39477 0.0 0.0 0.0 0.113
H 2.37473 -2.44483 -1.04526 -0.2 0.0 0.1 0.109
C 3.00143 2.22282 0.01876 0.4 0.0 0.0 -0.257
C 3.86943 1.98982 1.25384 -0.1 0.2 0.1 -0.139
C 4.91189 3.10003 1.35116 0.1 -0.2 0.0 -0.196
C 5.76980 3.13544 0.09014 -0.1 0.3 0.0 -0.205
C 4.89674 3.34060 -1.14402 0.1 -0.2 0.0 -0.196
C 3.85419 2.23108 -1.24827 -0.1 0.2 0.0 -0.139
H 4.35350 1.26849 -1.35897 0.0 0.0 -0.1 0.112
H 3.21476 2.39314 -2.11928 0.0 0.0 0.0 0.123
H 5.51610 3.34523 -2.04274 0.0 0.1 0.0 0.110
H 4.39340 4.30812 -1.07760 0.0 0.1 0.0 0.115
H 6.31008 2.19145 -0.00421 0.1 0.0 0.0 0.117
H 6.50488 3.93936 0.16325 0.1 0.0 0.0 0.107
H 5.54200 2.93365 2.22679 0.0 0.1 0.0 0.109
H 4.40880 4.06177 1.47687 0.0 0.1 0.1 0.115
H 4.36914 1.02458 1.17190 0.0 0.0 0.1 0.112
H 3.24068 1.98158 2.14750 0.0 0.0 0.0 0.123
H 2.50648 3.19508 0.11550 0.1 -0.2 0.0 0.144
```
Positions in Å, forces in eV/Å.

- SMILES = O=C1/C(=C\Nc2cccnc2Cl)C(=O)N(C2CCCCC2)C(=O)N1CCCCl
- molecular weight (g/mol) = 425.32
- lowest unoccupied orbital energy (eV) = -0.52
- E_tot (Ha) = -2102.45974
- ΔE to the lowest compared entry with this formula, charge and spin (eV) = 0.021
- frontier orbital gap (eV) = 8.23

No. 3
Here is a structure of composition C19H22ClIN5OSn in a non-equilibrium geometry from the OMol25 dataset. Energies are from ωB97M-V with the def2-TZVPD basis set.

XYZ file:
```
50
Properties=species:S:1:pos:R:3:forces:R:3:lowdin_charge:R:1
Sn 7.20699 10.32699 10.74328 -0.2 -0.1 0.6 1.311
N 8.92239 10.15589 12.56310 -0.4 -0.6 0.1 0.001
C 8.92443 11.37672 13.40696 0.7 0.3 -0.4 -0.186
C 7.98119 12.40912 12.79245 -0.5 -0.7 0.9 -0.172
N 6.69966 11.72752 12.46181 0.5 0.9 0.1 -0.139
C 5.89790 11.19718 13.60822 1.7 -0.4 -0.4 -0.145
C 5.66710 9.70954 13.40361 -0.2 -0.7 0.4 -0.223
N 5.31243 9.50804 12.00933 -0.9 1.1 0.7 -0.051
H 9.79235 10.03326 12.07068 0.3 0.1 -0.3 0.099
H 8.80754 9.30346 13.12590 0.1 0.5 -0.3 0.110
H 8.61482 11.09621 14.41307 0.1 0.2 0.0 0.116
H 9.93990 11.83050 13.45463 -0.7 -0.4 0.1 0.144
H 7.83895 13.25437 13.45906 -0.1 0.0 0.3 0.134
H 8.37269 12.79091 11.87731 0.4 0.2 -0.8 0.103
H 6.14396 12.40262 11.93715 0.1 -0.2 0.3 0.098
H 6.43342 11.36240 14.55005 -0.3 0.2 -0.2 0.130
H 4.99600 11.73145 13.58560 -1.4 0.7 0.4 0.111
H 6.62213 9.18344 13.56262 -0.4 0.0 0.1 0.107
H 4.94101 9.32721 14.16965 0.5 0.3 -0.8 0.143
H 5.55194 8.66173 11.52677 0.1 -1.0 -0.2 0.041
H 4.35481 9.75557 11.76801 0.2 -0.1 0.2 0.113
Cl 6.84538 14.20041 5.15283 -0.2 0.3 -0.7 0.764
C 7.35688 13.21696 6.45070 -0.2 0.4 -0.3 -0.629
C 8.57856 12.64687 6.41326 0.8 -0.7 1.1 -0.142
C 9.11707 11.94025 7.55551 -1.2 0.5 -0.7 -0.640
I 10.87234 10.91382 7.26967 0.3 0.0 0.3 1.012
C 8.34081 11.88207 8.68552 0.5 -0.3 0.6 -0.387
O 8.70989 11.36552 9.87746 0.7 0.1 -0.5 -0.253
C 7.00181 12.35952 8.63028 -0.4 -0.1 0.2 -0.150
N 6.21928 11.99289 9.67631 -1.3 0.9 0.2 0.000
C 4.94665 12.40394 9.73200 1.0 -0.4 -0.5 -0.092
C 4.36702 13.13339 8.71252 -0.5 0.9 -0.5 -0.023
C 5.10911 13.46817 7.59974 1.1 -0.8 0.1 0.043
C 6.47746 13.05963 7.54227 -0.7 0.0 0.2 -0.149
H 9.20882 12.72480 5.54594 0.0 0.1 -0.2 0.094
H 4.32061 12.11057 10.55410 0.1 -0.3 0.4 0.114
H 3.32498 13.44575 8.81250 0.4 -0.2 -0.1 0.126
H 4.69458 13.92720 6.71990 -0.2 0.3 0.0 0.101
N 6.42336 8.85712 9.78258 0.3 0.1 -0.2 -0.171
C 7.17174 7.98752 9.00318 -0.2 0.8 1.4 -0.453
C 6.41546 6.96164 8.50261 -0.2 -0.6 -0.4 -0.080
C 7.03301 5.86867 7.99499 0.1 -1.2 -1.0 -0.098
C 8.41635 5.79256 7.89530 0.6 -0.6 -0.1 -0.102
C 9.18429 6.85309 8.34305 -0.5 0.5 -0.1 -0.097
C 8.55608 7.95434 8.90043 0.0 0.3 -0.1 -0.099
H 5.35482 6.97027 8.60904 -0.6 0.2 0.1 0.104
H 6.40163 5.05672 7.63891 0.3 0.0 0.0 0.110
H 8.89824 4.89428 7.50714 -0.2 0.3 0.0 0.103
H 10.24764 6.90691 8.25434 0.6 -0.4 -0.1 0.095
H 9.11743 8.81145 9.27905 0.1 -0.2 -0.1 0.056
```
Positions in Å, forces in eV/Å.

- molecular weight (g/mol) = 617.49
- net charge = +1
- lowest unoccupied orbital energy (eV) = -3.62
- E_tot (Ha) = -2058.17230
- ΔE to the lowest compared entry with this formula, charge and spin (eV) = 0.000
- frontier orbital gap (eV) = 5.63

No. 4
Here is a structure of composition C19H22ClN2OReS4 in a non-equilibrium geometry from the OMol25 dataset. Energies are from ωB97M-V with the def2-TZVPD basis set.

XYZ file:
```
50
Properties=species:S:1:pos:R:3:forces:R:3:mulliken_spin:R:1
Re 1.16701 1.89349 -1.97515 -1.5 -1.2 -1.6 0.892
C -3.16280 2.45398 -2.43529 0.0 0.0 0.0 0.002
C -1.96398 3.24265 -2.01223 0.0 -0.1 0.0 -0.008
C -1.95664 3.92391 -0.79485 0.1 0.1 0.0 -0.012
C -0.86071 4.67098 -0.38934 0.0 0.0 0.0 0.004
C 0.25955 4.76964 -1.20161 0.1 -0.2 0.1 -0.010
C 0.27476 4.11896 -2.44423 0.3 0.0 -0.2 0.052
C -0.83728 3.33823 -2.83293 -0.2 0.3 -0.1 -0.015
H -4.03405 3.10715 -2.50575 0.0 0.0 0.0 0.000
H -3.39208 1.68574 -1.69407 0.0 0.0 0.0 -0.001
H -3.01261 1.97904 -3.40265 0.0 0.0 0.0 0.000
H -2.82685 3.86791 -0.15224 0.0 0.0 0.0 0.000
H -0.88595 5.19488 0.55675 0.0 0.0 0.0 0.000
H 1.09942 5.38446 -0.90631 0.0 0.0 0.0 -0.002
H 1.01841 4.39494 -3.18134 0.0 0.0 0.0 -0.017
H -0.89947 2.95966 -3.84594 0.1 -0.1 0.0 -0.017
S 0.93099 0.01410 -6.13600 0.0 0.2 0.6 0.046
C 1.09288 0.72102 -4.68337 0.1 -0.4 -1.2 -0.001
S 2.06836 2.07187 -4.24639 -0.3 0.3 0.8 0.037
S 0.20405 0.20423 -3.24671 0.7 1.2 1.6 -0.086
C 2.42131 -1.66707 4.65147 0.0 0.1 -0.1 0.000
C 1.94168 -0.68173 3.59028 0.0 -0.1 0.0 0.001
C 1.66912 -1.38680 2.26067 0.1 0.1 0.4 0.002
N 1.30434 -0.41585 1.22520 -0.1 -0.3 -0.3 0.006
C 0.13527 0.11558 0.98939 -0.2 0.3 0.0 0.020
S -0.04266 1.64938 0.16011 0.1 -0.1 0.0 0.041
N -1.00667 -0.38004 1.53288 0.2 -0.3 -0.2 0.006
C -1.41928 -1.73308 1.83551 0.1 0.2 0.2 -0.001
O -2.18124 -1.88043 2.74785 -0.1 0.0 0.0 0.001
C -0.93377 -2.83639 0.97096 0.0 -0.1 -0.1 0.000
C -0.54934 -2.66169 -0.35511 0.0 0.1 0.1 0.001
C -0.13751 -3.74800 -1.10763 0.0 0.0 -0.1 -0.001
C -0.12293 -5.01806 -0.54787 0.0 0.0 -0.1 0.000
C -0.53131 -5.20318 0.76538 0.0 0.0 0.0 0.000
C -0.94427 -4.11982 1.51879 0.0 0.1 0.2 0.000
H 2.56493 -1.14707 5.59676 0.0 -0.1 0.0 0.000
H 3.36977 -2.12205 4.36426 0.0 0.0 0.0 0.000
H 1.69034 -2.46145 4.80775 0.0 0.0 0.0 0.000
H 2.69113 0.09906 3.44211 0.0 0.0 0.0 0.000
H 1.01786 -0.20391 3.92594 0.0 0.1 0.0 0.000
H 0.88520 -2.12195 2.39806 0.0 -0.1 -0.1 0.000
H 2.56120 -1.90735 1.91309 -0.1 0.0 -0.1 0.000
H 2.07166 0.00668 0.72489 0.1 0.1 -0.1 -0.002
H -1.72987 0.30392 1.70539 -0.1 0.0 -0.1 0.001
H -0.61366 -1.68992 -0.82349 0.1 0.2 0.0 0.000
H 0.15536 -3.60525 -2.13917 0.0 0.0 0.0 0.001
H 0.18590 -5.86559 -1.14509 0.0 0.0 0.0 0.000
H -0.53595 -6.19393 1.19892 0.0 0.0 0.0 0.000
H -1.28535 -4.24836 2.53812 0.0 0.0 0.0 0.000
Cl 3.08571 1.12747 -1.21576 0.5 0.0 0.4 0.062
```
Positions in Å, forces in eV/Å.

- molecular weight (g/mol) = 644.33
- net charge = +1
- lowest unoccupied orbital energy (spin up / spin down) (eV) = -5.52 / -5.15
- E_tot (Ha) = -3052.99510
- spin multiplicity = 2
- ΔE to the lowest compared entry with this formula, charge and spin (eV) = 0.577
- frontier orbital gap (spin up / spin down) (eV) = 5.84 / 6.21

No. 5
Here is an isolated molecule of C19H22ClN3O2 from the OMol25 dataset. Energies are from ωB97M-V with the def2-TZVPD basis set.

XYZ file:
```
47
Properties=species:S:1:pos:R:3:forces:R:3:lowdin_charge:R:1
C 3.17064 -1.98248 3.13192 0.0 0.1 -0.4 -0.061
C 3.47001 -1.19212 1.86095 0.3 0.0 0.4 -0.243
H 4.45907 -1.45234 1.46428 -0.1 0.1 0.0 0.115
H 3.46407 -0.12040 2.08046 0.1 -0.1 0.0 0.125
O 2.47403 -1.34366 0.87254 -0.2 -0.2 -0.4 -0.082
C 2.36391 -2.52332 0.18007 -0.1 0.1 -0.1 -0.191
C 3.31902 -3.53074 0.20702 0.1 0.1 0.1 -0.030
C 3.18930 -4.66345 -0.57880 0.0 0.0 0.0 -0.093
C 2.09018 -4.80848 -1.40244 0.1 -0.1 -0.1 -0.097
C 1.12062 -3.82489 -1.41963 0.2 0.0 0.1 -0.024
C 1.22545 -2.67559 -0.63961 0.3 -0.2 0.2 -0.159
N 0.17171 -1.75790 -0.70213 -0.1 0.2 0.0 -0.100
C -0.11077 -1.11816 -1.97129 -0.3 0.1 -0.2 -0.128
H 0.14786 -1.79006 -2.78875 0.0 0.0 0.0 0.121
C -1.59643 -0.76035 -2.03232 0.2 0.1 -0.4 -0.122
N -1.95560 0.08925 -0.91011 -0.1 -0.2 -0.1 -0.050
C -2.01950 1.43938 -1.14931 -0.2 -0.1 0.2 -0.488
O -1.87317 1.90054 -2.26236 0.1 0.3 -0.3 0.068
N -2.33856 2.20550 -0.04460 0.0 -0.4 0.4 0.143
C -2.47747 3.58759 0.02701 0.0 0.5 -0.1 -0.220
C -2.98905 4.12995 1.20737 0.0 -0.1 -0.1 -0.037
C -3.12776 5.49641 1.34752 0.0 0.0 -0.1 -0.087
C -2.76107 6.35211 0.32304 0.0 0.1 -0.1 -0.125
C -2.25205 5.80573 -0.84364 -0.1 -0.2 0.4 -0.668
C -2.10293 4.44040 -1.00777 0.1 0.0 -0.2 -0.039
H -1.71484 4.03393 -1.92599 0.0 0.0 0.0 0.098
Cl -1.78533 6.85483 -2.13445 0.1 0.1 -0.2 0.677
H -2.86798 7.41973 0.42482 0.0 0.1 0.0 0.099
H -3.52765 5.90189 2.26451 0.0 0.0 0.1 0.105
H -3.28002 3.47355 2.01576 0.0 -0.1 0.1 0.107
H -2.64682 1.72003 0.78364 0.1 0.0 -0.2 0.121
C -1.63484 -0.55283 0.34646 0.3 0.0 0.3 -0.124
H -1.89805 0.06412 1.20491 0.0 0.0 0.0 0.110
C -0.13554 -0.88866 0.40660 -0.4 0.0 0.3 -0.143
H 0.07956 -1.40642 1.34077 0.0 0.1 0.0 0.129
H 0.44155 0.04904 0.37704 0.0 -0.1 0.1 0.132
H -2.21086 -1.48332 0.39901 0.0 0.1 0.1 0.131
H -1.82060 -0.22017 -2.95198 0.0 -0.1 0.1 0.122
H -2.20221 -1.66956 -1.97687 0.1 0.0 0.0 0.129
H 0.47780 -0.19220 -2.08118 0.0 0.0 -0.1 0.138
H 0.24584 -3.94343 -2.04122 -0.1 0.0 0.0 0.114
H 1.97937 -5.68747 -2.01880 0.0 -0.1 -0.1 0.100
H 3.95423 -5.42415 -0.54356 0.1 -0.1 0.0 0.101
H 4.19791 -3.43160 0.82455 0.0 0.1 0.1 0.104
H 3.95010 -1.80282 3.86718 0.1 0.0 0.1 0.077
H 3.12119 -3.04830 2.92211 0.0 -0.1 0.1 0.068
H 2.21568 -1.66911 3.54725 -0.1 0.0 0.1 0.077
```
Positions in Å, forces in eV/Å.

- SMILES = CCOc1ccccc1N1CCN(C(=O)Nc2cccc(Cl)c2)CC1
- molecular weight (g/mol) = 359.86
- lowest unoccupied orbital energy (eV) = 0.54
- E_tot (Ha) = -1512.17236
- ΔE to the lowest compared entry with this formula, charge and spin (eV) = 2.086
- frontier orbital gap (eV) = 8.38